DFT (ωB97M-V/def2-TZVPD) results for a structure of composition C25H43KN2PSi in a non-equilibrium geometry.

CARTESIAN COORDINATES (ANGSTROEM)
K  1.374  1.464  -0.179
C  0.814  -2.121  4.608
C  0.739  -0.631  4.616
C  2.073  0.061  4.933
P  -0.022  0.007  2.981
C  -1.817  -0.478  3.001
C  -2.475  -0.590  4.321
C  -1.954  -1.814  2.201
C  -0.156  1.859  3.543
C  -1.466  2.602  3.241
C  0.931  2.675  2.887
H  1.072  -2.480  5.666
H  1.555  -2.437  3.869
H  -0.113  -2.660  4.317
H  -0.011  -0.310  5.361
H  2.795  -0.085  4.129
H  2.498  -0.268  5.908
H  1.941  1.155  5.062
H  -2.181  0.294  2.369
H  -2.041  -1.443  4.858
H  -3.555  -0.740  4.220
H  -2.371  0.318  4.912
H  -1.667  -2.687  2.833
H  -1.415  -1.870  1.245
H  -3.028  -1.949  1.973
H  0.039  1.812  4.580
H  -1.815  2.389  2.220
H  -1.360  3.696  3.365
H  -2.309  2.291  3.875
H  0.566  3.062  1.894
H  1.959  2.210  2.727
H  1.071  3.579  3.541
C  2.627  -5.804  -1.624
C  1.319  -5.677  -1.248
C  0.670  -4.402  -1.183
C  1.444  -3.297  -1.441
C  2.858  -3.413  -1.727
C  3.379  -4.626  -1.955
Si  0.735  -1.619  -1.786
C  -0.086  -1.837  -3.519
C  0.606  -1.399  -4.675
C  0.306  -1.964  -5.870
C  -0.650  -2.998  -5.998
C  -1.340  -3.421  -4.867
C  -1.048  -2.868  -3.597
H  3.099  -6.801  -1.571
H  0.724  -6.565  -0.991
H  -0.372  -4.310  -0.868
H  3.448  -2.545  -1.961
H  4.424  -4.708  -2.296
H  -0.452  -1.624  -0.832
H  1.324  -0.591  -4.552
H  0.831  -1.711  -6.790
H  -0.727  -3.576  -6.969
H  -2.178  -4.111  -4.972
H  -1.581  -3.209  -2.687
N  -1.233  4.916  -3.561
C  -1.688  5.131  -2.050
C  -1.275  3.935  -1.193
N  0.159  3.926  -1.115
C  0.928  4.196  -2.338
C  0.096  4.177  -3.710
H  -1.146  5.902  -3.874
H  -1.886  4.466  -4.212
H  -2.747  5.400  -1.931
H  -1.177  6.059  -1.813
H  -1.698  3.063  -1.696
H  -1.630  4.072  -0.165
H  0.552  4.481  -0.316
H  1.785  3.468  -2.412
H  1.352  5.256  -2.270
H  -0.062  3.130  -3.859
H  0.635  4.587  -4.581

- multiplicity = 1
- total charge = +1
- M (g/mol) = 469.791
- gap between HOMO and LUMO (eV) = 3.806
- HOMO level (eV) = -7.48
- energy (Eh) = -2318.30376
- max |F| (eV/A) = 2.849
- ΔE to the lowest compared entry with this formula, charge and spin (kJ/mol) = 26.9



DFT (ωB97M-V/def2-TZVPD) results for a structure of composition C25H44BCl2I3N3O8P2 in a non-equilibrium geometry.

CARTESIAN COORDINATES (ANGSTROEM)
C  -3.151  0.380  1.130
C  -2.000  0.712  1.183
C  -0.618  1.299  1.098
C  -0.871  2.612  1.888
C  -2.217  3.405  1.699
C  -1.850  4.924  1.582
Cl  -3.331  3.275  3.097
C  0.299  0.301  1.943
Cl  -0.760  -0.921  2.872
B  1.138  0.958  3.182
N  1.947  2.184  3.049
O  1.163  0.332  4.397
N  1.253  -0.529  1.264
C  1.648  -0.499  -0.098
C  3.117  0.013  -0.435
I  3.892  0.696  -2.343
C  4.119  0.041  0.461
C  5.520  0.566  0.179
I  4.057  -0.682  2.466
P  1.931  -2.384  -0.440
O  0.929  -3.232  0.225
O  3.358  -2.886  0.091
O  1.965  -2.745  -2.000
C  0.374  0.086  -0.891
I  0.590  0.013  -3.095
C  -0.746  -1.029  -0.867
C  -2.066  -0.877  -1.663
C  -2.358  -2.100  -2.605
P  -3.144  -3.409  -1.590
O  -4.586  -3.252  -1.720
O  -2.651  -3.176  -0.072
C  -3.112  -4.198  0.849
C  -1.849  -4.862  1.443
O  -2.672  -4.892  -2.024
C  -1.262  -5.011  -2.299
C  -0.858  -6.494  -2.280
N  -0.125  1.424  -0.350
C  -1.167  2.118  -1.131
C  -0.970  2.650  -2.570
O  -1.961  2.970  -3.156
C  1.099  2.336  -0.321
C  1.055  3.882  -0.373
C  2.072  4.479  0.658
C  1.547  4.495  -1.738
H  -4.016  -0.244  1.040
H  -1.100  2.268  2.915
H  -0.024  3.286  2.016
H  -2.788  3.172  0.803
H  -1.649  5.222  0.548
H  -1.070  5.206  2.295
H  -2.750  5.467  1.895
H  2.808  2.092  3.582
H  1.479  3.021  3.380
H  1.549  0.927  5.050
H  1.461  -1.349  1.812
H  6.147  0.547  1.078
H  5.500  1.616  -0.132
H  6.044  -0.059  -0.552
H  3.250  -3.186  1.005
H  1.307  -3.445  -2.124
H  -0.907  -1.410  0.149
H  -0.364  -1.921  -1.372
H  -2.244  0.002  -2.283
H  -2.901  -0.920  -0.952
H  -1.415  -2.418  -3.074
H  -3.016  -1.803  -3.424
H  -3.606  -3.669  1.671
H  -3.786  -4.917  0.378
H  -2.093  -5.660  2.146
H  -1.249  -5.210  0.594
H  -1.270  -4.052  1.903
H  -1.104  -4.665  -3.333
H  -0.639  -4.402  -1.622
H  -1.211  -6.950  -3.207
H  0.235  -6.542  -2.209
H  -1.280  -7.013  -1.414
H  -1.413  3.090  -0.677
H  -2.161  1.665  -1.131
H  -0.009  2.824  -3.082
H  1.804  2.087  0.483
H  1.648  2.081  -1.238
H  0.127  4.408  -0.136
H  2.206  5.550  0.486
H  3.047  3.980  0.568
H  1.733  4.382  1.693
H  0.668  4.752  -2.342
H  2.101  5.423  -1.596
H  2.199  3.799  -2.282

- multiplicity = 1
- total charge = +1
- M (g/mol) = 1039.018
- gap between HOMO and LUMO (eV) = 8.159
- HOMO level (eV) = -11.49
- energy (Eh) = -4265.96027
- max |F| (eV/A) = 3.187



DFT (ωB97M-V/def2-TZVPD) results for a cluster of 4 separate species, C25H44BrFNO5P in total in a non-equilibrium geometry.

CARTESIAN COORDINATES (ANGSTROEM)
C  3.733  3.789  -0.507
C  2.609  4.335  -1.004
C  1.235  3.710  -1.069
P  0.188  4.440  0.317
O  0.084  5.977  -0.219
Br  1.603  4.658  2.059
C  0.689  4.184  -2.455
O  0.731  5.301  -2.908
N  0.195  3.086  -3.132
C  -0.086  2.010  -2.156
C  -1.474  2.302  -1.530
C  -2.581  1.260  -1.863
C  -3.209  0.583  -0.618
C  -4.677  0.973  -0.339
C  -4.929  1.709  0.985
C  -3.942  2.824  1.346
C  -3.864  2.986  2.873
C  -2.998  1.883  3.528
C  1.166  2.157  -1.266
F  2.252  1.857  -2.067
C  1.184  1.455  0.097
C  1.699  0.025  0.099
C  2.988  -0.244  -0.360
C  3.514  -1.521  -0.345
C  2.770  -2.582  0.141
C  1.488  -2.330  0.596
C  0.946  -1.048  0.586
C  -0.448  -0.877  1.146
H  4.053  2.784  -0.749
H  4.372  4.414  0.110
H  2.642  5.358  -1.374
H  0.334  6.580  0.493
H  -0.566  3.326  -3.752
H  -0.093  1.042  -2.658
H  -1.828  3.267  -1.892
H  -1.415  2.368  -0.446
H  -3.379  1.772  -2.400
H  -2.166  0.493  -2.518
H  -3.190  -0.492  -0.808
H  -2.573  0.741  0.250
H  -5.250  0.043  -0.299
H  -5.087  1.521  -1.190
H  -5.025  1.005  1.814
H  -5.908  2.190  0.898
H  -4.249  3.792  0.944
H  -2.924  2.621  1.013
H  -3.415  3.948  3.127
H  -4.865  2.972  3.309
H  -2.116  2.321  3.995
H  -3.537  1.324  4.292
H  -2.652  1.178  2.768
H  1.862  2.030  0.733
H  0.194  1.515  0.544
H  3.613  0.554  -0.732
H  4.518  -1.704  -0.705
H  3.165  -3.586  0.187
H  0.891  -3.146  0.987
H  -0.470  0.024  1.761
H  -1.184  -0.756  0.354
H  -0.701  -1.747  1.746
C  -1.839  -1.673  5.085
O  -1.059  -2.552  4.283
H  -2.043  -0.786  4.492
H  -2.788  -2.135  5.370
H  -1.298  -1.378  5.988
H  -0.873  -3.340  4.800
C  3.470  -5.421  -2.173
O  2.159  -4.863  -2.175
H  3.823  -5.453  -1.145
H  3.454  -6.436  -2.577
H  4.148  -4.804  -2.767
H  1.858  -4.839  -3.086
C  4.211  -9.557  -2.767
O  5.101  -8.803  -3.587
H  3.377  -8.915  -2.495
H  3.834  -10.425  -3.314
H  4.719  -9.888  -1.858
H  5.832  -9.383  -3.813

- multiplicity = 1
- M (g/mol) = 568.505
- gap between HOMO and LUMO (eV) = 8.872
- structure (SMILES) = C=C[C@@]1(P(O)Br)C(=O)N[C@H](CCCCCCCC)[C@]1(F)Cc1ccccc1C.CO.CO.CO
- HOMO level (eV) = -8.44
- energy (Eh) = -4425.10709
- max |F| (eV/A) = 2.577